C26H55BrN8O3P2S | ωB97M-V with the def2-TZVPD basis set

XYZ file:
```
96
Properties=species:S:1:pos:R:3
C -1.81 -2.27 0.22
C -1.27 -0.73 0.42
C 0.33 -0.83 0.75
O 1.08 0.19 0.06
C 2.37 0.43 0.67
C 3.19 -0.96 0.63
C 3.59 -1.48 -0.83
Br 3.11 -0.41 -2.45
C 4.35 -2.82 -0.95
C 4.68 -3.61 0.36
N 5.36 -4.90 0.40
S 5.44 -5.27 2.07
N 4.73 -3.96 2.92
C 4.33 -3.10 1.81
C 3.57 -1.73 1.94
C 3.17 -1.15 3.37
C 4.31 -0.24 4.07
C 5.69 -0.34 3.21
C 3.94 1.34 4.12
H -2.92 -2.31 -0.07
H -1.13 -2.71 -0.60
H -1.61 -2.78 1.24
H -1.45 -0.09 -0.52
H -1.86 -0.25 1.27
H 0.62 -1.91 0.47
H 0.46 -0.68 1.88
H 2.93 1.19 0.00
H 2.31 0.90 1.71
H 4.62 -3.21 -1.99
H 2.22 -0.50 3.24
H 2.84 -2.04 4.02
H 4.53 -0.55 5.17
H 6.52 0.23 3.77
H 5.57 0.15 2.17
H 6.05 -1.43 3.13
H 4.61 1.97 3.44
H 4.02 1.71 5.21
H 2.85 1.51 3.80
O 2.54 0.75 -5.38
P 2.08 1.93 -6.27
N 0.58 1.22 -6.65
C 0.26 0.26 -7.68
C -0.43 1.25 -5.60
N 3.32 1.71 -7.43
C 3.19 1.41 -8.85
C 4.54 1.02 -6.96
N 1.57 3.34 -7.25
C 1.50 4.52 -6.38
C 0.47 3.42 -8.20
H -0.67 0.54 -8.17
H 0.14 -0.75 -7.27
H 1.01 0.20 -8.46
H -0.84 2.27 -5.51
H -0.02 0.96 -4.64
H -1.28 0.59 -5.81
H 2.98 0.36 -9.03
H 4.12 1.64 -9.38
H 2.44 2.02 -9.35
H 4.39 -0.06 -6.91
H 4.83 1.39 -5.98
H 5.39 1.22 -7.62
H 0.64 4.47 -5.71
H 1.45 5.45 -6.95
H 2.41 4.58 -5.76
H -0.51 3.39 -7.72
H 0.50 2.64 -8.96
H 0.53 4.37 -8.76
O -3.77 -1.86 3.81
P -4.26 -0.61 4.55
N -4.68 -1.46 5.96
C -5.89 -2.18 6.26
C -3.57 -1.86 6.83
N -5.55 -0.32 3.45
C -6.97 -0.29 3.73
C -5.38 -0.87 2.10
N -4.81 0.87 5.39
C -3.67 1.80 5.52
C -5.62 0.98 6.59
H -6.21 -1.96 7.29
H -5.75 -3.27 6.18
H -6.72 -1.92 5.63
H -3.18 -0.98 7.37
H -2.76 -2.30 6.25
H -3.87 -2.59 7.58
H -7.40 -1.29 3.80
H -7.51 0.22 2.92
H -7.23 0.28 4.62
H -5.60 -1.94 2.07
H -4.37 -0.70 1.73
H -6.05 -0.38 1.38
H -2.96 1.43 6.28
H -3.99 2.80 5.79
H -3.13 1.87 4.57
H -5.08 0.67 7.49
H -6.55 0.42 6.54
H -5.92 2.03 6.74
```

Summary:
- Molecular weight: 701.7 Da
- E_LUMO: -0.99 eV
- SMILES: CCCOCc1c(Br)cc2nsnc2c1CC(C)C.CN(C)P(=O)(N(C)C)N(C)C.CN(C)P(=O)(N(C)C)N(C)C
- HOMO energy: -7.897 eV

---

C26H56CdF6NO17S2 | ωB97M-V with the def2-TZVPD basis set

XYZ file:
```
109
Properties=species:S:1:pos:R:3
Cd 2.10 0.78 0.18
C 4.39 4.30 0.72
C 3.62 3.16 0.79
C 2.91 2.73 2.10
O 2.12 1.73 2.03
C 3.06 3.56 3.21
C 3.80 4.77 3.15
C 4.53 5.11 1.86
O 5.24 6.13 1.85
O 3.88 5.48 4.16
O 3.40 2.38 -0.22
H 4.91 4.56 -0.19
H 2.55 3.23 4.11
C -0.70 -1.91 -1.32
F -1.69 -1.06 -1.14
F -1.20 -3.12 -1.57
F 0.03 -1.50 -2.35
S 0.47 -2.04 0.19
O -0.08 -2.96 1.14
O 1.73 -2.36 -0.43
N 0.55 -0.42 0.70
S -0.66 -0.14 1.75
O -0.83 1.28 1.92
O -1.88 -0.86 1.50
C 0.02 -0.71 3.43
F -0.90 -1.42 4.09
F 1.13 -1.44 3.32
F 0.29 0.39 4.12
C -3.86 2.36 -0.16
C -5.27 1.85 0.07
O -5.34 0.45 -0.15
H -3.80 3.42 0.09
H -3.48 2.21 -1.17
H -3.21 1.87 0.56
H -6.03 2.34 -0.55
H -5.60 2.10 1.08
H -5.94 0.22 -0.86
C -0.42 2.45 -2.73
C 0.44 3.12 -1.67
O 0.54 2.32 -0.50
H 0.05 1.50 -2.98
H -0.33 3.07 -3.63
H -1.45 2.32 -2.41
H 0.15 4.14 -1.40
H 1.45 3.25 -2.05
H -0.34 2.21 -0.11
C 5.64 -0.15 2.30
C 4.19 -0.59 2.40
O 3.59 -0.66 1.10
H 6.25 -0.93 1.83
H 6.11 0.24 3.20
H 5.70 0.64 1.54
H 3.60 0.12 2.97
H 4.15 -1.52 2.98
H 4.15 -1.30 0.64
C 3.85 1.20 -3.44
C 4.04 0.19 -2.33
O 2.76 -0.22 -1.81
H 3.38 2.13 -3.11
H 3.32 0.76 -4.28
H 4.87 1.48 -3.74
H 4.72 0.55 -1.56
H 4.50 -0.72 -2.73
H 2.45 -1.00 -2.31
C 2.70 -2.17 -5.48
C 3.12 -3.13 -4.39
O 2.57 -2.65 -3.17
H 3.42 -1.35 -5.53
H 1.69 -1.77 -5.35
H 2.82 -2.58 -6.49
H 4.21 -3.20 -4.28
H 2.72 -4.13 -4.61
H 2.88 -3.13 -2.39
C -4.74 3.57 4.70
C -4.20 2.48 3.79
O -2.89 2.78 3.38
H -5.04 4.52 4.25
H -3.90 3.87 5.33
H -5.58 3.24 5.30
H -4.90 2.28 2.97
H -4.19 1.55 4.38
H -2.47 1.98 3.04
C -3.84 -1.73 3.86
C -4.32 -2.30 5.17
O -5.27 -3.35 4.93
H -3.38 -0.74 3.86
H -4.75 -1.48 3.30
H -3.33 -2.51 3.30
H -4.91 -1.58 5.74
H -3.54 -2.70 5.81
H -4.81 -4.13 4.59
C -4.28 1.10 -3.53
C -3.88 -0.35 -3.31
O -4.79 -1.30 -3.87
H -4.70 1.32 -4.51
H -3.38 1.70 -3.44
H -4.99 1.44 -2.77
H -3.89 -0.58 -2.25
H -2.91 -0.49 -3.78
H -4.63 -1.37 -4.82
C 0.44 -6.66 -2.23
C 1.63 -5.72 -2.17
O 1.94 -5.43 -0.82
H 0.28 -7.11 -3.21
H -0.50 -6.18 -1.96
H 0.69 -7.49 -1.56
H 1.41 -4.78 -2.69
H 2.48 -6.14 -2.70
H 1.47 -4.63 -0.56
```

Summary:
- Molecular weight: 945.3 Da
- E_LUMO: 1.83 eV
- Charge: -1
- HOMO energy: -4.334 eV

---

C26H56Cl34NO2S | ωB97M-V with the def2-TZVPD basis set

XYZ file:
```
120
Properties=species:S:1:pos:R:3
C -2.72 0.99 0.87
C -2.13 1.70 -0.34
C -3.03 2.84 -0.83
C -1.90 0.69 -1.48
S -0.14 0.37 -1.65
O 0.08 -0.86 -0.68
C 1.46 -1.07 -0.23
C 1.39 -1.77 1.11
N 0.61 -1.03 2.08
C 1.31 0.12 2.69
C 0.91 1.46 2.07
C 0.60 2.52 3.13
O 1.95 1.95 1.19
H -3.69 0.56 0.62
H -2.88 1.68 1.70
H -2.08 0.18 1.23
H -1.17 2.15 -0.08
H -3.19 3.52 0.00
H -3.99 2.46 -1.18
H -2.53 3.41 -1.61
H -2.35 -0.29 -1.31
H -2.22 1.07 -2.45
H -0.01 -0.14 -2.90
H 2.01 -0.13 -0.19
H 1.94 -1.72 -0.96
H 0.91 -2.74 0.95
H 2.41 -1.99 1.45
H 0.28 -1.66 2.80
H 1.02 0.14 3.74
H 2.40 -0.02 2.61
H -0.01 1.26 1.51
H -0.47 2.56 3.31
H 0.90 3.50 2.76
H 1.11 2.34 4.07
H 1.60 2.05 0.30
C 2.24 -3.44 5.50
Cl 0.52 -3.01 5.59
Cl 3.30 -2.05 5.64
H 2.46 -4.14 6.30
H 2.41 -3.90 4.53
C 4.71 3.39 3.42
Cl 3.93 4.45 4.60
Cl 5.37 1.93 4.17
H 3.98 3.10 2.67
H 5.53 3.94 2.97
C -6.65 3.50 1.23
Cl -5.44 3.74 2.49
Cl -6.87 1.78 0.83
H -7.60 3.88 1.59
H -6.33 4.02 0.34
C 6.15 3.36 7.54
Cl 5.09 4.29 8.61
Cl 6.89 1.98 8.35
H 5.55 2.99 6.71
H 6.94 4.02 7.19
C -2.22 -2.87 0.93
Cl -3.69 -2.34 1.75
Cl -1.35 -4.11 1.84
H -2.51 -3.28 -0.03
H -1.56 -2.02 0.82
C -4.79 -5.70 -1.31
Cl -4.26 -4.06 -1.74
Cl -5.71 -5.69 0.20
H -5.42 -6.07 -2.10
H -3.91 -6.32 -1.17
C 0.64 2.39 -5.00
Cl 1.99 2.29 -3.85
Cl -0.01 0.78 -5.37
H -0.15 2.99 -4.56
H 0.99 2.83 -5.92
C -1.89 1.45 -8.62
Cl -0.74 2.75 -8.24
Cl -3.50 2.08 -8.97
H -1.52 0.92 -9.49
H -1.96 0.79 -7.76
C -7.51 -6.47 3.36
Cl -9.27 -6.60 3.37
Cl -6.98 -4.78 3.34
H -7.12 -6.94 4.25
H -7.14 -6.95 2.47
C 4.59 -4.44 0.67
Cl 5.34 -2.86 0.40
Cl 3.49 -4.41 2.06
H 4.02 -4.71 -0.21
H 5.37 -5.16 0.87
C -6.60 0.03 -2.49
Cl -4.86 0.20 -2.84
Cl -7.59 0.92 -3.65
H -6.84 -1.02 -2.55
H -6.80 0.43 -1.50
C -0.32 -6.33 4.62
Cl -0.61 -7.54 5.87
Cl 0.68 -6.95 3.30
H -1.28 -6.01 4.21
H 0.22 -5.50 5.05
C -0.44 -3.19 -7.16
Cl -1.42 -1.87 -6.49
Cl -1.11 -3.80 -8.67
H 0.56 -2.81 -7.35
H -0.42 -4.00 -6.44
C -5.63 5.24 -9.48
Cl -6.44 5.76 -8.00
Cl -4.79 6.57 -10.29
H -4.90 4.49 -9.21
H -6.37 4.84 -10.15
C 6.87 -1.82 3.94
Cl 6.15 -3.38 4.33
Cl 6.91 -0.74 5.34
H 7.88 -1.97 3.59
H 6.26 -1.35 3.18
C 5.45 2.65 -0.42
Cl 6.32 1.48 0.57
Cl 5.85 4.32 0.01
H 5.72 2.50 -1.46
H 4.39 2.51 -0.27
C 7.73 6.59 -2.40
Cl 8.91 7.78 -1.84
Cl 8.48 5.31 -3.36
H 7.27 6.13 -1.53
H 7.00 7.09 -3.01
```

Summary:
- Molecular weight: 1652.2 Da
- E_LUMO: -3.31 eV
- Charge: +1
- HOMO energy: -11.840 eV

---

C26H56N2O5P | ωB97M-V with the def2-TZVPD basis set

XYZ file:
```
90
Properties=species:S:1:pos:R:3
C 2.85 -2.28 3.44
C 1.87 -2.91 2.47
N 0.53 -2.27 2.56
C -0.04 -2.09 1.21
C -1.52 -1.76 1.22
P -2.01 -0.34 2.23
C -1.52 1.27 1.56
C -0.30 1.90 2.22
C 1.00 1.14 2.05
C 2.18 1.95 2.59
N 2.03 2.11 4.03
C 2.00 1.12 4.97
C 1.82 1.69 6.22
C 1.74 3.09 6.02
C 1.88 3.32 4.66
C -3.82 -0.36 2.27
C -4.35 0.19 3.59
C -4.24 -0.82 4.72
O -3.67 1.41 3.84
C -0.31 -3.06 3.42
C -0.74 -4.46 3.02
O -0.66 -2.61 4.47
H 2.47 -2.31 4.45
H 3.81 -2.79 3.40
H 3.03 -1.25 3.15
H 2.24 -2.77 1.46
H 1.78 -3.98 2.68
H 0.48 -1.28 0.71
H 0.09 -3.00 0.63
H -1.85 -1.53 0.21
H -2.13 -2.60 1.54
H -1.51 -0.52 3.52
H -1.43 1.20 0.48
H -2.37 1.92 1.77
H -0.18 2.89 1.77
H -0.51 2.06 3.27
H 0.95 0.24 2.67
H 1.16 0.81 1.02
H 3.12 1.49 2.33
H 2.13 2.96 2.18
H 2.11 0.07 4.77
H 1.74 1.14 7.14
H 1.59 3.82 6.78
H 1.88 4.27 4.16
H -4.15 0.22 1.41
H -4.18 -1.37 2.11
H -5.41 0.40 3.44
H -4.72 -0.42 5.61
H -4.77 -1.72 4.42
H -3.21 -1.11 4.92
H -3.61 1.53 4.79
H -1.77 -4.42 2.68
H -0.10 -4.92 2.28
H -0.72 -5.05 3.92
C -0.31 -2.83 -3.60
C -0.38 -1.51 -2.85
C -0.17 -0.33 -3.78
O 0.60 -1.49 -1.80
H 0.67 -2.95 -4.06
H -0.46 -3.67 -2.93
H -1.07 -2.87 -4.39
H -1.35 -1.42 -2.36
H 0.82 -0.38 -4.25
H -0.22 0.61 -3.23
H -0.92 -0.30 -4.57
H 1.47 -1.56 -2.21
C -2.39 2.10 -7.90
C -3.04 1.98 -6.53
C -3.69 3.29 -6.10
O -2.08 1.57 -5.55
H -1.60 2.86 -7.87
H -1.93 1.16 -8.19
H -3.12 2.39 -8.66
H -3.80 1.19 -6.55
H -2.94 4.08 -6.03
H -4.16 3.19 -5.12
H -4.45 3.61 -6.81
H -1.40 2.24 -5.51
C 4.96 0.13 -5.08
C 4.06 0.62 -3.95
C 4.65 1.85 -3.26
O 3.85 -0.42 -3.00
H 5.94 -0.16 -4.69
H 4.52 -0.75 -5.56
H 5.10 0.90 -5.83
H 3.08 0.87 -4.35
H 5.62 1.61 -2.82
H 3.99 2.19 -2.46
H 4.79 2.67 -3.97
H 4.70 -0.66 -2.63
```

Summary:
- Molecular weight: 507.7 Da
- E_LUMO: -2.00 eV
- Charge: +1
- HOMO energy: -10.182 eV

---

- Which formula does entry 2 have?
  C26H56CdF6NO17S2